(1)
The following is a quantum chemistry calculation of a structure of composition C15H40Br2CuO15S5 at a distorted geometry, from OMol25.

Spin multiplicity: 2
HOMO-LUMO gap (alpha / beta), eV: 8.8 / 6.7
Electronic energy, eV: -285815.3964
F_max, eV/Å: 2.09
Energy relative to the best compared isomer or geometry (same formula, charge and spin), kcal/mol: 0.00

Positions of all 78 atoms, in Å:
1 Cu -4.55195 7.30027 -0.26976
2 Br -6.72479 7.41836 -1.73138
3 Br -2.48611 6.89473 1.48862
4 O -6.92141 3.60921 0.14053
5 S -5.60569 3.87262 -0.36515
6 O -4.92585 5.11798 -0.10844
7 O -4.62409 2.63045 0.12359
8 C -3.77381 2.90837 1.23881
9 C -3.52098 1.65627 2.07547
10 C -5.56300 3.59124 -2.15536
11 H -4.19894 3.70801 1.85698
12 H -2.87662 3.43027 0.88136
13 H -2.78860 1.94971 2.82941
14 H -3.08428 0.84373 1.50079
15 H -4.46096 1.39831 2.55740
16 H -5.51617 4.59086 -2.59694
17 H -6.50804 3.15203 -2.45327
18 H -4.61350 3.14487 -2.43460
19 O -6.42808 7.12642 4.02322
20 S -6.39983 6.46109 2.73548
21 O -5.91393 7.09633 1.52960
22 O -5.62728 5.04235 2.85224
23 C -5.27655 4.54102 4.14371
24 C -3.90173 4.98424 4.64343
25 C -8.07018 5.85891 2.49098
26 H -5.23181 3.45411 4.03883
27 H -6.08001 4.69433 4.86701
28 H -3.99049 5.79596 5.36207
29 H -3.21778 5.22599 3.83288
30 H -3.53251 4.09225 5.15541
31 H -8.65382 6.73000 2.18973
32 H -8.47493 5.37606 3.37068
33 H -8.02434 5.23566 1.59621
34 O -3.29054 6.20924 -1.81790
35 S -2.24760 5.54106 -2.53688
36 O -2.48803 4.93417 -3.82214
37 O -1.03012 6.62625 -2.71213
38 C 0.11927 6.22325 -3.47973
39 C 1.35436 6.26852 -2.58954
40 C -1.47177 4.36800 -1.45784
41 H 0.18550 6.98275 -4.25951
42 H 0.00060 5.23283 -3.91667
43 H 1.12121 5.73443 -1.66619
44 H 1.65441 7.26265 -2.25600
45 H 2.19982 5.84447 -3.13068
46 H -1.24376 4.74812 -0.46288
47 H -0.65637 3.86553 -1.96655
48 H -2.30072 3.67805 -1.25542
49 O -3.46866 8.87151 -1.48986
50 S -2.50350 9.83862 -1.88492
51 O -2.32982 10.26129 -3.25267
52 O -2.81005 11.14896 -0.96932
53 C -2.07935 12.36123 -1.27374
54 C -3.08520 13.49505 -1.12307
55 C -0.85623 9.37865 -1.30607
56 H -1.67442 12.32451 -2.28636
57 H -1.20854 12.43227 -0.61682
58 H -4.02615 13.15582 -1.55017
59 H -2.78404 14.35755 -1.71974
60 H -3.21245 13.75777 -0.07649
61 H -0.34808 10.23227 -0.85900
62 H -0.28245 9.07488 -2.17755
63 H -0.87688 8.57667 -0.56848
64 O -4.75045 9.55473 0.81772
65 S -4.46467 10.63105 1.73381
66 O -4.83874 12.01099 1.43333
67 O -5.24045 10.22931 3.09427
68 C -5.18567 11.04786 4.25826
69 C -5.76433 10.16613 5.38446
70 C -2.71921 10.63039 2.29080
71 H -5.76390 11.95678 4.10832
72 H -4.14786 11.23100 4.55145
73 H -6.84910 10.18893 5.28272
74 H -5.52034 10.57448 6.36542
75 H -5.37465 9.15948 5.27561
76 H -2.51568 9.62506 2.66235
77 H -2.59446 11.32095 3.11800
78 H -2.15141 10.83652 1.38967



(2)
The following is a quantum chemistry calculation of a cluster of 4 separate species, C15H40BrNO13P5 in total at a distorted geometry, from OMol25.

Spin multiplicity: 1
Total charge: +1
HOMO-LUMO gap, eV: 7.2
Electronic energy, eV: -160798.9729
F_max, eV/Å: 2.22

Positions of all 75 atoms, in Å:
1 C 0.85280 -1.79365 -4.07789
2 P 0.88253 -2.14342 -2.27630
3 C 2.34762 -1.36523 -1.50731
4 N 1.06262 -3.91385 -2.02510
5 C 2.06777 -4.68936 -2.18021
6 C 1.74942 -6.05828 -1.75146
7 C 0.22478 -6.09621 -1.89422
8 C -0.11586 -4.65007 -1.50820
9 P -0.75879 -4.35569 0.22736
10 O -1.31037 -2.82836 0.15908
11 Br 1.10311 -4.22573 1.45331
12 H -0.06487 -1.25036 -4.24815
13 H 1.67036 -1.13547 -4.34640
14 H 0.84903 -2.67288 -4.71072
15 H 3.29542 -1.80704 -1.80395
16 H 2.34940 -0.30458 -1.71947
17 H 2.25690 -1.50996 -0.43883
18 H 3.01540 -4.33415 -2.54882
19 H 1.91335 -6.02056 -0.66630
20 H 2.34617 -6.88048 -2.11393
21 H -0.28091 -6.86897 -1.33965
22 H -0.01364 -6.16844 -2.95129
23 H -0.97448 -4.35014 -2.10881
24 H -0.55442 -2.22067 0.27873
25 C -5.19508 1.34808 -2.03042
26 O -4.98365 2.06168 -0.80744
27 P -3.50833 2.37813 -0.33147
28 O -2.53834 2.62575 -1.40018
29 O -3.09945 1.18823 0.64885
30 C -2.84204 -0.08877 0.07138
31 O -3.77806 3.55371 0.66998
32 C -2.64583 4.21407 1.26277
33 H -6.08615 1.75326 -2.50228
34 H -4.35092 1.46403 -2.70948
35 H -5.35671 0.29156 -1.81505
36 H -2.42445 0.00756 -0.93369
37 H -3.76404 -0.67027 0.03453
38 H -2.12950 -0.60529 0.70437
39 H -2.70000 5.27397 1.02657
40 H -1.70110 3.81829 0.89299
41 H -2.69085 4.08764 2.34204
42 C -2.40655 10.86443 1.05832
43 O -3.37449 9.81808 1.20394
44 P -3.90098 9.06314 -0.08417
45 O -2.92034 8.88903 -1.15674
46 O -5.23336 9.81362 -0.52106
47 C -5.12424 11.11749 -1.09948
48 O -4.46679 7.74927 0.56704
49 C -4.95752 6.71956 -0.30510
50 H -1.73175 10.81417 1.90897
51 H -1.83071 10.74889 0.14091
52 H -2.90923 11.83122 1.06028
53 H -4.19903 11.22369 -1.66765
54 H -5.16607 11.87136 -0.31265
55 H -5.96759 11.25832 -1.76965
56 H -4.41072 5.80512 -0.10304
57 H -4.83520 6.97810 -1.35621
58 H -6.01309 6.55548 -0.09848
59 C 5.44375 -5.64741 5.32351
60 O 5.96715 -6.70098 4.50464
61 P 6.63650 -6.34962 3.11656
62 O 7.34617 -5.07251 3.05775
63 O 5.47525 -6.49451 2.02494
64 C 4.45038 -5.50909 2.00233
65 O 7.48073 -7.64593 2.86578
66 C 8.34751 -7.68620 1.72121
67 H 5.62865 -5.91039 6.36124
68 H 5.92914 -4.69650 5.10710
69 H 4.36834 -5.56017 5.16585
70 H 4.82771 -4.53245 2.31302
71 H 3.63301 -5.81611 2.65857
72 H 4.07498 -5.43238 0.98286
73 H 9.35904 -7.88379 2.06561
74 H 8.33687 -6.74675 1.17014
75 H 8.02367 -8.49432 1.06871



(3)
The following is a quantum chemistry calculation of a structure of composition C15H40BrO17S5V at a distorted geometry, from OMol25.

Spin multiplicity: 1
HOMO-LUMO gap, eV: 5.2
Electronic energy, eV: -200907.6840
F_max, eV/Å: 4.58
Energy relative to the best compared isomer or geometry (same formula, charge and spin), kcal/mol: 222.98

Positions of all 79 atoms, in Å:
1 O 0.55873 1.73601 1.55872
2 V -0.99457 1.87175 1.26218
3 O -1.34454 3.37226 0.69149
4 Br -2.86421 0.11596 4.07378
5 O -6.49637 -0.18610 -1.62091
6 S -6.23624 1.12184 -1.06640
7 O -4.95048 1.59316 -0.54804
8 O -6.73579 2.25006 -2.20147
9 C -6.43956 3.62998 -2.03997
10 C -7.58608 4.51021 -2.69649
11 C -7.49755 1.37079 0.28888
12 H -5.50536 3.91938 -2.52122
13 H -6.47245 4.05712 -1.03769
14 H -7.77471 4.43072 -3.76710
15 H -7.09224 5.48034 -2.75192
16 H -8.54474 4.52390 -2.17797
17 H -7.86925 2.38388 0.44239
18 H -7.14992 0.86419 1.18923
19 H -8.38486 0.92498 -0.16061
20 O 6.54172 4.38578 7.79097
21 S 6.23216 3.23039 6.90294
22 O 6.05879 1.92830 7.56311
23 O 5.02635 3.57712 5.88064
24 C 4.50380 4.88075 5.89007
25 C 3.47039 4.99050 4.76107
26 C 7.64836 3.07513 5.54662
27 H 5.30946 5.58718 5.69012
28 H 4.02563 5.19417 6.81809
29 H 3.90540 5.15373 3.77507
30 H 2.62624 5.66989 4.87912
31 H 3.06426 3.99133 4.60349
32 H 7.55592 3.88849 4.82689
33 H 7.35747 2.07151 5.23643
34 H 8.58561 2.95890 6.09080
35 O -0.97270 2.25500 -4.91173
36 S -0.98000 1.04894 -4.11865
37 O -0.65968 1.06531 -2.68486
38 O -2.46085 0.20131 -4.36327
39 C -3.07943 0.15278 -5.64588
40 C -3.91685 -1.10205 -5.82150
41 C 0.17577 -0.16714 -4.84797
42 H -2.47928 0.36846 -6.52985
43 H -3.77208 0.99189 -5.58080
44 H -4.64325 -0.87704 -6.60240
45 H -4.38789 -1.50590 -4.92533
46 H -3.34633 -1.91345 -6.27342
47 H -0.06929 -0.28693 -5.90328
48 H 0.04683 -1.09023 -4.28282
49 H 1.15773 0.30517 -4.87567
50 O 8.06086 -1.25574 0.44441
51 S 8.02946 -1.76209 1.80268
52 O 8.98878 -1.34943 2.80343
53 O 6.56231 -1.63015 2.55799
54 C 5.45100 -1.53234 1.70314
55 C 4.46551 -2.47914 2.22104
56 C 8.04846 -3.64297 1.68028
57 H 5.75784 -1.79699 0.69127
58 H 4.88295 -0.60272 1.66797
59 H 4.50547 -2.65254 3.29640
60 H 4.65315 -3.48309 1.84024
61 H 3.45566 -2.25210 1.87932
62 H 7.58477 -4.12068 2.54335
63 H 9.03816 -4.09958 1.68992
64 H 7.65481 -3.80628 0.67706
65 O -0.61213 -4.64865 0.55112
66 S -1.58599 -3.98879 -0.27078
67 O -1.62369 -2.56035 -0.50718
68 O -1.76362 -4.88290 -1.65892
69 C -2.69942 -4.58921 -2.68089
70 C -3.11054 -5.75552 -3.63646
71 C -3.18278 -4.63958 0.41533
72 H -2.31384 -3.79431 -3.31929
73 H -3.64610 -4.28595 -2.23374
74 H -3.55502 -6.54156 -3.02598
75 H -2.33945 -6.36878 -4.10275
76 H -3.59819 -5.35130 -4.52354
77 H -3.30224 -4.18036 1.39663
78 H -2.96158 -5.70392 0.49503
79 H -3.98870 -4.24271 -0.20198



Question: What is the F_max in the first record?
Answer: 2.09 eV/Å



Question: Number 2 is which compound?
Answer: C15H40BrNO13P5



Question: spin multiplicity of number 2 (C15H40BrNO13P5)?
Answer: 1



Question: Among the records above, which one has the highest spin multiplicity?
Answer: C15H40Br2CuO15S5